Record 1
Entry from OMol25: a structure of composition C32H34Br2IrN3O3Te at a distorted geometry (ωB97M-V with the def2-TZVPD basis set).

**HOMO energy (alpha / beta)**: -10.085 / -9.988 eV
**LUMO level (alpha / beta)**: -4.19 / -4.22 eV
**Expectation value of S²**: 1.189
**Total charge**: +1
**Multiplicity**: 2

Geometry as XYZ:
```
76
Properties=species:S:1:pos:R:3:forces:R:3
Ir 0.56070 0.07890 0.31550 1.2 -0.1 2.1
Br 7.20190 0.44540 1.19930 -0.5 -0.1 -0.1
C 5.36730 0.07230 0.93400 0.1 -0.1 -0.5
C 4.86700 -0.19150 -0.34340 0.3 0.0 0.6
C 3.51410 -0.42380 -0.47060 -0.1 0.0 -0.3
N 2.66040 -0.41830 0.55510 -0.5 0.8 0.5
C 3.15840 -0.23610 1.80670 0.8 0.0 -0.8
C 4.51060 0.02970 2.01860 -0.5 -0.1 0.0
C 2.19380 -0.32910 2.89090 -0.9 -0.1 0.7
C 2.52930 -0.49830 4.23690 -0.1 0.0 -0.6
C 1.51090 -0.59590 5.16690 -0.6 0.1 0.2
Br 1.89780 -0.87640 6.99820 0.0 0.1 -0.4
C 0.17860 -0.48670 4.75670 0.8 -0.1 0.2
C -0.07160 -0.35620 3.40820 -0.4 0.0 0.0
N 0.89910 -0.29100 2.50610 -0.3 0.0 -1.7
H 5.51850 -0.21070 -1.20280 0.0 0.0 -0.1
H 3.09160 -0.61850 -1.44600 -0.1 0.2 0.0
H 4.88610 0.22820 3.00910 0.0 0.0 0.1
H 3.55750 -0.58690 4.53790 0.2 0.0 0.1
H -0.62320 -0.51290 5.47350 -0.2 -0.1 0.0
H -1.08140 -0.29700 3.02870 -0.1 0.0 -0.1
C 0.75750 4.10840 -0.98060 0.1 -0.1 0.1
C 0.77400 2.67030 -0.55970 0.0 0.7 0.3
O 1.80220 1.95760 -0.68580 0.4 -0.5 -0.7
N -0.24080 2.09410 0.03530 0.8 -1.2 0.6
Te -2.39480 2.42110 -0.10040 -2.1 0.3 -0.7
C -4.35200 3.50440 -0.50520 1.5 0.2 0.6
C -5.00860 3.25160 -1.70090 -0.3 0.1 0.0
C -4.54130 2.25550 -2.70940 0.1 -0.1 0.0
C -6.18630 3.94830 -1.94380 0.0 0.0 0.1
C -6.67090 4.90240 -1.06300 0.1 -0.1 0.0
C -7.93000 5.65330 -1.35370 0.0 0.0 0.0
C -5.93900 5.17210 0.08400 0.1 0.0 0.0
C -4.75680 4.50210 0.37140 -0.5 0.2 -0.2
C -4.00130 4.88930 1.60140 -0.1 0.0 0.1
C -2.83310 1.96480 1.92850 0.2 0.0 0.1
C -3.99920 1.23820 2.19640 0.0 0.0 -0.1
C -4.95780 0.85770 1.11680 -0.1 0.0 0.0
C -4.29250 0.89210 3.50780 0.2 0.1 0.0
C -3.45730 1.24490 4.56170 0.0 0.0 -0.2
C -3.81780 0.85280 5.95990 -0.1 0.0 0.0
C -2.31340 1.97690 4.27360 -0.2 -0.2 -0.1
C -1.98550 2.34540 2.97240 -0.1 0.1 -0.2
C -0.74500 3.15200 2.75370 0.1 0.0 0.0
H 1.72640 4.37000 -1.39740 0.0 0.0 -0.1
H 0.55820 4.74510 -0.11900 -0.1 0.0 0.0
H -0.02570 4.26610 -1.72000 0.0 0.1 -0.1
H -3.46330 2.32910 -2.86830 -0.1 -0.1 -0.1
H -5.05590 2.41410 -3.65470 0.1 0.0 -0.1
H -4.75930 1.24430 -2.37030 0.1 -0.1 -0.1
H -6.72260 3.74210 -2.85720 -0.1 0.0 -0.2
H -8.40470 5.27600 -2.25420 -0.1 0.0 -0.1
H -7.72060 6.71360 -1.48590 0.0 0.1 0.0
H -8.62320 5.55630 -0.52050 -0.1 0.0 0.0
H -6.27500 5.93830 0.76750 -0.1 0.2 0.1
H -4.17130 5.94120 1.82340 0.1 0.0 0.1
H -2.93250 4.71930 1.46930 0.0 0.1 0.2
H -4.34650 4.30070 2.45160 0.1 0.0 0.1
H -4.43100 0.61350 0.19480 -0.2 -0.1 0.0
H -5.63660 1.68820 0.91700 0.0 0.0 -0.1
H -5.55630 0.00320 1.42140 0.0 -0.1 0.0
H -5.20260 0.34200 3.70790 0.0 -0.1 0.0
H -4.12830 -0.18860 5.99150 -0.1 -0.1 0.1
H -4.65780 1.45590 6.30870 0.0 0.0 0.1
H -2.98690 0.98690 6.64750 0.0 0.1 0.1
H -1.64820 2.26680 5.07570 0.0 0.1 0.1
H -0.52420 3.76190 3.62760 0.0 0.0 0.0
H -0.85280 3.80280 1.88500 0.2 0.1 0.1
H 0.09860 2.48480 2.56280 0.1 0.2 0.0
C -1.89110 -2.03790 -1.35170 0.1 0.1 0.2
C -2.15160 -0.64260 -0.82560 -0.8 -0.4 -1.4
O -2.94860 0.09570 -1.41600 0.1 -0.6 0.0
O -1.56760 -0.27640 0.24010 1.5 0.6 1.6
H -2.84060 -2.55160 -1.47050 -0.1 0.0 -0.1
H -1.25440 -2.58910 -0.66180 0.0 0.0 -0.1
H -1.41840 -1.96840 -2.32790 0.0 0.0 -0.1
```
Forces are in eV/Å.

Record 2
Entry from OMol25: a cluster of 3 separate species, C24H51FN3O4S in total (ωB97M-V with the def2-TZVPD basis set).

**HOMO energy**: -10.940 eV
**LUMO level**: -1.99 eV
**Total charge**: +1

Geometry as XYZ:
```
84
Properties=species:S:1:pos:R:3:forces:R:3
C 2.30347 8.96319 2.45807 0.0 0.0 0.1
O 0.91484 8.81354 2.69019 0.0 -0.1 -0.1
C 0.58192 8.31565 3.97215 0.0 0.1 0.0
C 0.78745 6.81212 4.09351 0.0 0.0 0.0
C -0.17946 6.00884 3.20829 0.0 0.0 0.0
C -0.99035 4.97879 3.99237 0.0 0.1 0.0
C -2.08262 4.30673 3.16559 0.0 0.0 0.0
C -1.55473 3.61009 1.90878 -0.1 0.0 0.0
C -2.43700 2.46146 1.40114 0.0 0.0 0.0
C -1.61936 1.33450 0.75949 -0.1 -0.1 0.0
C -1.16567 0.30026 1.79780 0.1 0.1 0.0
C 0.14319 -0.41100 1.46690 -0.1 -0.1 0.0
N -0.09362 -1.69337 0.69975 0.0 0.1 0.1
C 0.26911 -1.59042 -0.76283 0.0 0.0 0.1
C 1.66505 -2.12634 -0.96803 -0.1 0.1 -0.1
C 2.14709 -1.85633 -2.37912 -0.1 -0.2 -0.1
C 3.48231 -2.50795 -2.76006 0.2 0.0 0.0
C 4.49225 -2.68158 -1.64148 0.1 0.1 0.0
F 4.52074 -1.54176 -0.80913 0.0 -0.1 -0.1
O 1.62383 -3.53652 -0.77166 0.1 0.0 0.1
C 0.88096 -3.98034 0.34990 0.1 0.0 0.1
C 0.55371 -2.88862 1.36502 -0.1 -0.3 0.0
S -0.56578 -3.55334 2.63713 0.0 0.1 -0.1
H 2.55209 8.55049 1.47869 0.0 0.0 0.0
H 2.57204 10.02380 2.47136 0.0 0.0 0.0
H 2.90384 8.44631 3.21280 0.0 0.0 0.0
H 1.13780 8.85427 4.75127 0.0 0.0 -0.1
H -0.47887 8.54752 4.10459 0.1 0.0 0.1
H 1.82374 6.56674 3.84504 0.0 0.0 0.1
H 0.64873 6.54035 5.14541 0.0 0.0 0.0
H -0.86873 6.70143 2.71299 0.0 0.0 0.0
H 0.38118 5.50825 2.41525 -0.1 0.0 -0.1
H -1.45166 5.47835 4.85006 0.0 0.0 0.0
H -0.31952 4.21441 4.40463 0.0 0.0 0.0
H -2.61461 3.58018 3.78825 0.0 0.0 0.0
H -2.82047 5.06443 2.88260 0.0 -0.1 0.0
H -0.53603 3.24357 2.09484 -0.1 -0.1 0.1
H -1.46231 4.34692 1.10692 0.2 0.0 0.0
H -3.01702 2.05249 2.23668 0.0 0.0 -0.1
H -3.16571 2.83648 0.67989 0.0 0.0 0.1
H -0.73607 1.76019 0.27114 -0.1 0.0 -0.1
H -2.21779 0.84520 -0.01638 0.1 0.0 0.0
H -1.04304 0.78900 2.76785 0.1 0.0 -0.1
H -1.95153 -0.45107 1.93718 0.0 0.1 0.2
H 0.78193 0.21434 0.84440 0.1 0.0 0.1
H 0.69993 -0.65701 2.36828 -0.1 -0.1 0.0
H -1.10511 -1.88773 0.71430 -0.1 -0.2 -0.2
H 0.17565 -0.54497 -1.04983 0.0 0.0 0.0
H -0.45190 -2.19480 -1.31036 0.0 0.0 0.0
H 2.34868 -1.65624 -0.24953 0.0 -0.1 0.0
H 2.19780 -0.77764 -2.54128 0.0 0.0 0.2
H 1.37898 -2.23633 -3.05960 0.1 0.1 -0.1
H 3.92494 -1.91912 -3.56090 -0.1 0.0 0.0
H 3.29634 -3.49711 -3.18473 0.1 0.0 0.1
H 5.49838 -2.79575 -2.04827 0.0 0.0 0.0
H 4.27530 -3.54639 -1.01156 -0.1 0.2 0.1
H 1.49253 -4.71356 0.87988 -0.1 -0.1 0.0
H -0.04423 -4.47195 0.03098 0.0 0.1 -0.1
H 1.44910 -2.56006 1.88596 0.1 0.2 -0.3
H 0.27696 -3.37471 3.66096 0.0 0.0 0.0
C 3.04970 -2.84980 -6.62966 0.0 0.0 0.0
O 2.79570 -2.08160 -5.71829 -0.1 0.0 0.0
N 2.30994 -3.93131 -6.93768 0.0 0.0 0.0
C 2.65182 -4.81267 -8.03498 0.0 0.0 0.0
C 1.12918 -4.20972 -6.14126 0.0 0.0 0.0
H 3.92233 -2.71660 -7.28835 0.0 0.0 0.0
H 1.85311 -4.84034 -8.77818 0.0 0.0 0.0
H 2.83180 -5.82890 -7.67977 0.0 0.0 0.0
H 3.55794 -4.45032 -8.51704 0.0 0.0 0.0
H 0.42519 -3.37825 -6.18991 0.0 0.0 0.0
H 1.39512 -4.36476 -5.09420 0.0 0.0 0.0
H 0.65143 -5.10840 -6.52452 0.0 0.0 0.0
C -3.64715 -2.78239 0.32124 -0.1 -0.1 -0.1
O -2.47671 -3.04736 0.02313 0.1 0.3 0.2
N -4.55184 -3.69643 0.64786 0.1 0.0 0.0
C -5.92282 -3.34564 0.97600 0.0 0.0 0.0
C -4.15408 -5.09947 0.66564 0.0 0.0 0.0
H -4.03458 -1.75311 0.32505 0.0 0.0 0.0
H -6.16739 -3.66545 1.98882 0.0 0.0 0.0
H -6.61560 -3.81989 0.28089 0.0 0.0 0.0
H -6.04750 -2.26663 0.90922 0.0 0.0 0.0
H -3.34868 -5.25918 1.38190 0.0 0.0 0.0
H -3.80205 -5.40868 -0.31772 0.0 0.0 0.0
H -5.01351 -5.70096 0.94825 0.0 0.0 0.0
```
Forces are in eV/Å.

Record 3
Entry from OMol25: the molecule C3H5NO2S2 at a distorted geometry (ωB97M-V with the def2-TZVPD basis set).

**HOMO energy**: -8.578 eV
**LUMO level**: 0.32 eV

Geometry as XYZ:
```
13
Properties=species:S:1:pos:R:3:forces:R:3
C 0.90190 -1.63003 0.16115 -0.5 -1.3 -0.4
C -0.41315 -1.31788 0.13468 2.4 3.0 -2.0
C 0.42213 1.83086 -0.25003 -0.5 1.5 1.1
N -0.74159 1.49611 0.39416 -0.7 -1.0 -1.0
O 0.70680 1.19760 -1.24532 1.4 -0.1 -0.1
O 2.03851 -1.22658 -0.43187 -0.5 0.4 0.7
S -3.14860 -0.29494 0.12811 -0.7 0.2 0.1
S -1.44453 0.12816 -0.65224 1.1 -1.3 2.0
H 1.13840 -2.55968 0.68206 -0.4 0.1 0.1
H 1.93757 -0.29328 -0.58969 0.1 1.0 -0.9
H -1.00620 -2.01291 0.58214 -2.1 -1.3 1.3
H 1.08981 2.66024 0.17763 -1.0 -0.9 -0.4
H -1.48105 2.02234 0.90920 1.3 -0.3 -0.5
```
Forces are in eV/Å.